(1)
{"formula": "C4H9N3O2", "method": "ωB97M-V/def2-TZVPD", "total_charge": 0, "lumo_energy_ha": 0.0115, "homo_energy_ev": -8.37, "homo_lumo_gap_ev": 8.68, "relative_energy_kcal_mol": 107.3, "symbols": ["C", "N", "C", "C", "C", "N", "N", "O", "O", "H", "H", "H", "H", "H", "H", "H", "H", "H"], "xyz": [[-1.262010, -0.609430, -1.978327], [0.399411, 0.728919, 1.146732], [-0.241791, 1.277496, -0.403496], [-0.246908, -0.930241, 0.333113], [-0.549896, -0.242565, -0.727829], [1.814548, 0.807153, 1.288554], [-0.383596, -1.996786, 1.089135], [0.933362, 1.676199, -1.066709], [-1.239633, 2.018241, -0.422441], [1.666605, 1.227424, -0.602768], [-0.129535, 1.165787, 1.902444], [2.116891, 1.667365, 1.741703], [2.160231, 0.013594, 1.822682], [0.153179, -2.826360, 0.865955], [-0.914965, -1.942930, 1.948688], [-1.830969, -1.537098, -1.904418], [-0.515962, -0.705369, -2.772072], [-1.928961, 0.208598, -2.260947]], "atomic_forces_ev_per_a": [[0.159, -0.109, -0.128], [-0.445, -1.132, -0.798], [0.020, -0.835, -1.465], [-0.056, 2.535, 0.884], [-0.531, 1.021, -0.009], [-0.079, -0.146, 0.204], [0.430, -0.942, 0.156], [-0.102, 0.187, 0.356], [0.934, -0.458, 0.735], [-0.077, 0.160, -0.245], [0.052, -0.160, 0.080], [-0.218, -0.131, -0.048], [-0.090, 0.147, -0.022], [-0.042, 0.234, 0.521], [0.015, -0.270, -0.357], [0.070, 0.001, 0.017], [-0.111, -0.065, -0.050], [0.072, -0.038, 0.170]]}

(2)
{"formula": "C52H40CuF12N10O24S4", "method": "ωB97M-V/def2-TZVPD", "total_charge": 0, "spin_multiplicity": 2, "lumo_energy_ha": [-0.0762, -0.2222], "homo_energy_ev": [-9.88, -9.88], "homo_lumo_gap_ev": [7.81, 3.83], "s2": 0.754, "symbols": ["Cu", "C", "F", "F", "F", "S", "O", "O", "N", "S", "O", "O", "C", "F", "F", "F", "C", "F", "F", "F", "S", "O", "O", "N", "S", "O", "O", "C", "F", "F", "F", "C", "C", "C", "C", "C", "C", "N", "O", "O", "H", "H", "H", "H", "H", "C", "C", "C", "C", "C", "C", "N", "O", "O", "H", "H", "H", "H", "H", "C", "C", "C", "C", "C", "C", "N", "O", "O", "H", "H", "H", "H", "H", "C", "C", "C", "C", "C", "C", "N", "O", "O", "H", "H", "H", "H", "H", "C", "C", "C", "C", "C", "C", "N", "O", "O", "H", "H", "H", "H", "H", "C", "C", "C", "C", "C", "C", "N", "O", "O", "H", "H", "H", "H", "H", "C", "C", "C", "C", "C", "C", "N", "O", "O", "H", "H", "H", "H", "H", "C", "C", "C", "C", "C", "C", "N", "O", "O", "H", "H", "H", "H", "H"], "xyz": [[-11.851995, -4.808522, -16.726719], [-13.344149, -6.690909, -13.123520], [-12.463520, -6.033381, -12.329907], [-12.750942, -7.764138, -13.510675], [-14.407783, -6.978528, -12.430646], [-13.960167, -5.808378, -14.689726], [-13.654547, -6.789361, -15.786494], [-15.351902, -5.497458, -14.550757], [-12.856803, -4.430828, -14.848032], [-13.607030, -3.212461, -14.114378], [-14.322166, -2.348171, -15.026451], [-14.312202, -3.462529, -12.885607], [-12.143460, -2.182515, -13.468835], [-11.147240, -2.319260, -14.357959], [-12.405510, -0.855684, -13.455847], [-11.681101, -2.683196, -12.262416], [-9.141217, -5.007469, -13.920575], [-8.903267, -3.771457, -14.296836], [-8.256933, -5.491651, -13.023480], [-10.350479, -4.942651, -13.330436], [-9.174310, -6.291334, -15.496010], [-7.778327, -6.856892, -15.677683], [-10.194389, -7.234131, -15.268265], [-9.848801, -5.235416, -16.710699], [-8.774606, -5.224499, -17.795968], [-7.637928, -4.540848, -17.218582], [-8.612318, -6.489492, -18.503247], [-9.577535, -4.029765, -19.194471], [-9.043681, -2.783932, -19.236188], [-9.516437, -4.606694, -20.367815], [-10.842276, -3.784075, -18.887265], [-11.774434, -5.843590, -22.529252], [-10.488393, -5.981652, -23.067055], [-9.763452, -4.816388, -23.322608], [-10.360282, -3.564804, -22.972897], [-11.674599, -3.468866, -22.326942], [-12.317325, -4.615266, -22.152860], [-9.614858, -2.311446, -23.251059], [-10.270230, -1.342107, -23.650541], [-8.402826, -2.482641, -23.281288], [-12.354505, -6.750170, -22.439621], [-9.962973, -6.912912, -23.218994], [-8.705998, -4.843534, -23.540458], [-12.069012, -2.523192, -21.985571], [-13.319895, -4.585062, -21.752444], [-5.380321, -10.210414, -17.601057], [-4.031236, -10.023507, -17.922829], [-3.315934, -9.272202, -17.054787], [-3.858884, -8.699557, -15.854720], [-5.157003, -8.926222, -15.678209], [-5.968003, -9.636007, -16.499074], [-3.093175, -7.803056, -14.985227], [-3.755353, -7.189562, -14.179152], [-1.870318, -7.540585, -15.151662], [-6.041044, -10.706106, -18.296870], [-3.681039, -10.400587, -18.872339], [-2.321090, -8.910761, -17.269323], [-5.605241, -8.442648, -14.822862], [-7.006563, -9.869825, -16.317085], [-3.957454, -0.967087, -16.975056], [-4.127852, 0.412427, -16.784054], [-5.188468, 0.922220, -15.990972], [-6.246032, 0.044919, -15.708007], [-6.142615, -1.327701, -15.946395], [-4.950738, -1.801401, -16.567290], [-7.364919, 0.456993, -14.830444], [-8.404794, -0.216527, -14.767283], [-7.286254, 1.429462, -14.082825], [-3.008187, -1.316171, -17.353776], [-3.396957, 1.136580, -17.112395], [-5.326600, 1.984044, -15.850117], [-6.840334, -1.990528, -15.456222], [-4.810677, -2.872091, -16.547315], [-9.061969, -2.185417, -10.878467], [-8.587245, -0.961149, -11.333263], [-8.584628, 0.125810, -10.404332], [-9.022414, -0.045637, -9.045281], [-9.584094, -1.274109, -8.674511], [-9.534074, -2.382003, -9.575238], [-9.029508, 1.095609, -8.107489], [-9.813187, 1.119618, -7.069819], [-8.202146, 2.003282, -8.384495], [-8.962378, -3.013515, -11.564564], [-8.349106, -0.950384, -12.386624], [-8.237659, 1.116379, -10.658825], [-9.963320, -1.427498, -7.674987], [-9.815948, -3.391546, -9.314913], [-8.979765, -9.839880, -21.864477], [-9.552464, -11.111508, -21.723487], [-9.565918, -11.834161, -20.450976], [-9.185038, -11.159030, -19.264872], [-8.467339, -9.944548, -19.445056], [-8.518772, -9.241932, -20.663692], [-9.395511, -11.763139, -17.948683], [-9.635770, -12.959922, -17.846807], [-9.326151, -11.018239, -16.995740], [-8.930865, -9.389095, -22.844684], [-9.978795, -11.580071, -22.598178], [-9.839016, -12.878337, -20.412011], [-8.290897, -9.292221, -18.602601], [-8.122682, -8.238012, -20.622976], [-5.145852, -2.767188, -11.117272], [-5.182619, -3.737060, -12.130869], [-4.236296, -3.609588, -13.073263], [-3.147475, -2.700878, -12.995698], [-3.123701, -1.728128, -11.969397], [-4.165937, -1.788322, -11.064526], [-2.089141, -2.778467, -14.037351], [-2.376122, -3.320639, -15.049235], [-0.898806, -2.575096, -13.730897], [-5.886118, -2.746479, -10.331161], [-5.957047, -4.489830, -12.128229], [-4.167426, -4.387841, -13.818901], [-2.262666, -1.080399, -11.895540], [-4.449087, -1.059059, -10.319943], [-3.333363, -5.526520, -18.043503], [-2.214098, -4.835964, -18.406130], [-2.323662, -3.660191, -19.202094], [-3.531760, -3.381392, -19.808986], [-4.681617, -4.085702, -19.408724], [-4.562636, -5.095205, -18.475944], [-3.685560, -2.215555, -20.736084], [-4.828306, -2.004817, -21.202878], [-2.727069, -1.561681, -21.075710], [-3.317672, -6.307040, -17.297215], [-1.228326, -5.183116, -18.133839], [-1.439991, -3.047912, -19.305272], [-5.637865, -3.986310, -19.900758], [-5.496478, -5.599125, -18.274943], [-13.272937, 2.606930, -16.434068], [-11.923492, 2.355610, -16.229438], [-11.385560, 1.080596, -16.437895], [-12.174127, 0.031649, -16.909744], [-13.537427, 0.287745, -17.199964], [-14.084966, 1.593954, -16.989008], [-11.560704, -1.301542, -17.095533], [-12.296376, -2.281672, -17.166686], [-10.317577, -1.349884, -17.019168], [-13.743023, 3.545120, -16.178703], [-11.338322, 3.080097, -15.682546], [-10.317584, 0.923634, -16.403533], [-14.179215, -0.443266, -17.669160], [-15.119954, 1.810634, -17.208663]], "atomic_forces_ev_per_a": [[0.666, 0.397, 1.839], [0.710, 1.058, 1.038], [-0.995, 0.263, -0.889], [0.606, -1.439, -0.677], [-0.751, -0.064, 0.448], [0.407, -1.624, -2.305], [0.682, 2.925, 1.725], [1.101, 0.333, 0.231], [-1.453, -2.995, -1.053], [-1.561, 4.705, 1.522], [1.073, -0.896, -0.110], [0.710, -1.387, -0.446], [1.056, -0.302, -0.168], [0.216, -0.146, 0.042], [-0.226, -1.667, 0.859], [-1.154, 1.336, -1.833], [-0.749, -0.562, 0.231], [1.128, -0.335, -0.277], [-0.643, 0.654, -1.187], [0.769, -0.973, -0.577], [3.761, -0.891, 1.630], [-4.372, 2.626, 0.297], [-1.439, -0.525, 0.491], [-2.738, -0.748, 2.859], [3.595, 1.173, -5.144], [-0.431, -0.339, -0.979], [-0.316, 1.537, 0.809], [1.294, 1.086, 1.026], [0.522, -1.584, -0.054], [0.317, -0.119, 0.223], [-1.649, -0.722, 0.364], [0.664, -1.000, -0.580], [-0.321, 1.352, 0.386], [-0.825, 1.867, 1.496], [-1.738, -0.759, 0.915], [4.113, 1.714, -1.853], [-1.537, -2.260, 0.170], [-0.251, -1.156, -1.618], [1.247, -0.878, 1.123], [-0.649, 1.362, 0.245], [-0.188, 0.003, 0.315], [-0.492, -0.279, -0.110], [-0.100, 0.109, -0.533], [0.090, 0.136, -0.267], [-0.090, -0.175, 0.184], [-0.487, -0.140, -0.872], [-1.493, -0.188, 0.068], [2.041, 2.111, 1.695], [2.256, -1.598, -3.249], [-2.277, 1.687, 3.442], [0.104, -1.559, -1.286], [1.834, 1.793, -0.319], [-0.251, -0.153, 0.527], [-2.486, -1.576, -0.343], [0.137, -0.375, -0.127], [0.421, 0.075, 0.145], [0.374, -0.461, -0.207], [-0.166, -0.030, 0.229], [-0.078, 0.477, 0.298], [0.235, 1.608, -0.042], [-0.704, 0.603, 1.405], [-0.479, -0.742, -1.961], [0.575, -0.690, 0.817], [1.381, 0.640, -0.139], [-1.834, -0.891, 1.350], [-2.013, 0.505, 1.769], [1.279, -0.391, -1.151], [1.339, -0.143, -1.176], [-0.123, -0.235, -0.242], [0.220, -0.156, -0.074], [0.218, 0.019, 0.282], [-0.168, -0.151, -0.438], [0.062, -0.105, -0.341], [0.390, -0.013, 0.706], [-0.835, 0.778, 1.913], [0.044, -0.498, 0.485], [-0.861, -1.153, -1.798], [0.577, -0.972, -0.472], [0.397, 1.521, -0.194], [-0.032, 1.955, 2.084], [2.818, -0.446, -4.011], [-2.235, -2.051, 0.917], [-0.314, -0.249, 0.056], [0.375, 0.850, 0.051], [0.074, -0.031, -0.272], [-0.032, 0.149, 0.066], [-0.288, 0.168, 0.426], [-0.472, -0.900, 1.985], [0.647, -0.690, 1.675], [0.055, 1.715, -0.660], [1.252, 0.049, -3.036], [-2.728, 0.895, 0.215], [0.710, -1.110, -0.323], [0.135, -0.794, 0.497], [0.095, 0.703, -0.716], [0.138, 0.444, 0.108], [-0.073, 0.288, 0.123], [0.129, -0.320, 0.019], [-0.478, 0.096, 0.008], [0.514, -0.346, 0.390], [0.080, 0.080, -0.260], [-0.169, -0.454, -0.271], [-0.830, 1.459, 2.044], [2.721, -0.822, -1.987], [-1.338, 1.011, 1.077], [0.610, -1.378, -1.270], [-1.263, 0.088, 0.318], [2.309, -1.136, 2.530], [-1.201, -0.387, -2.388], [-1.739, 0.949, 0.295], [-0.204, -0.092, -0.024], [0.143, -0.129, -0.236], [-0.024, 0.132, -0.411], [-0.181, 0.317, 0.024], [1.086, 0.437, 0.169], [-0.319, -0.130, 1.097], [0.561, 1.278, -0.877], [0.421, -1.131, 0.244], [-0.756, 0.541, 0.835], [0.503, -0.063, -0.792], [-1.065, 0.088, -1.185], [-2.021, 0.040, -1.330], [1.701, -0.631, 1.182], [0.429, -0.315, 0.658], [0.360, -0.317, -0.223], [0.020, 0.214, 0.384], [-0.061, 0.065, -0.479], [0.048, 0.627, 0.037], [0.158, -0.272, 0.546], [-0.573, -1.229, -0.608], [-0.291, -0.680, 0.952], [0.275, 0.047, -0.899], [-1.385, 1.125, -0.296], [-0.057, 1.103, -0.055], [1.675, -1.008, 0.381], [2.308, 0.804, 1.108], [0.035, -0.374, -0.259], [-2.594, -0.394, -0.480], [0.229, 0.177, -0.030], [0.304, 0.181, -0.415], [0.036, -0.063, 0.598], [0.114, -0.310, 0.245], [-0.032, -0.239, -0.062]]}